# 1
Density functional theory data (wB97M-V/def2-TZVPD) for a structure of composition C41H45N7S4Y.

For the lowest unoccupied orbital energy, the calculation gives -2.41 eV. For the calculated total energy, the calculation gives -98057.3880 eV. As for the frontier orbital gap: 6.191 eV. Its net charge is +1.

Geometry (Å):
Y 0.06625 0.84316 0.21270
S 2.49818 1.76068 0.71768
C 2.50391 2.03565 2.46178
C 3.37124 3.00470 2.98264
C 3.43760 3.26769 4.33926
C 2.64028 2.56905 5.23978
C 1.78756 1.59404 4.75990
C 1.72312 1.32752 3.39073
S 0.59261 0.04543 2.89075
C 1.75044 -1.28359 2.38945
C 1.41152 -2.05183 1.13842
C 1.43681 -3.42941 1.16020
C 1.40858 -4.11520 -0.04921
C 1.42609 -3.39777 -1.22415
C 1.36371 -2.00703 -1.18119
C 1.59505 -1.23566 -2.46168
S -1.57698 -0.07090 -1.97391
C -1.67194 -1.87134 -1.80194
C -1.30877 -2.61076 -2.92969
C -1.32437 -3.98958 -2.94244
C -1.68527 -4.66406 -1.78455
C -2.02743 -3.93905 -0.66217
C -2.05758 -2.53353 -0.62880
S -2.39766 -0.21075 1.19116
N 1.27539 -1.35542 -0.01294
H 3.99086 3.55640 2.28720
H 4.11794 4.02903 4.70003
H 2.68960 2.77689 6.30057
H 1.16375 1.02444 5.43796
H 1.84985 -1.96088 3.23396
H 2.69936 -0.77485 2.21785
H 1.50953 -3.95705 2.10141
H 1.41727 -5.19786 -0.06487
H 1.47692 -3.89877 -2.18097
H 1.27573 -1.84250 -3.30809
H 2.68776 -1.17224 -2.53212
H -0.95238 -2.06539 -3.79272
H -1.03940 -4.52950 -3.83767
H -1.69422 -5.74610 -1.74937
H -2.29154 -4.48053 0.23779
N -3.72134 -4.71219 2.53487
C -3.81994 -3.72655 1.94138
C -3.84924 -2.52414 1.16594
C -5.05099 -1.94871 0.88892
C -5.39647 -0.71441 0.28051
C -4.62320 0.40156 -0.00101
N -3.35403 0.72274 0.20375
C -2.49577 -2.00384 0.75635
H -5.90464 -2.54637 1.19478
H -6.44625 -0.60209 0.04169
H -5.15428 1.20464 -0.51434
H -1.77119 -2.41943 1.46643
C -3.08422 5.19197 2.44231
C -2.87907 3.72047 2.72488
N -1.80983 3.23727 1.86105
C -1.59232 3.66090 0.58532
N -0.74145 2.98639 -0.16033
C -0.39468 3.48678 -1.49766
C -0.64345 4.97388 -1.63186
C -2.06478 5.24617 -1.18765
N -2.24791 4.76886 0.17803
C -3.33263 5.36255 0.95939
H -2.19196 5.75053 2.73253
H -3.93018 5.57540 3.01070
H -3.80296 3.16142 2.54998
H -2.57542 3.55822 3.75753
H -1.41738 2.34633 2.11118
H -0.97964 2.95283 -2.25290
H 0.65877 3.26274 -1.69216
H -0.49221 5.28927 -2.66454
H 0.05039 5.53064 -0.99816
H -2.77486 4.75176 -1.86085
H -2.28951 6.31167 -1.19588
H -4.28613 4.90027 0.68310
H -3.38876 6.41726 0.69315
C -2.04607 1.01160 -7.10427
N -2.66993 0.61582 -5.80904
C -2.56236 -0.85426 -5.59692
C -2.14523 1.41041 -4.61787
C -0.70591 1.15209 -4.25342
C 0.24077 1.85658 -4.96292
C 1.61580 1.73407 -4.57327
C 2.01092 0.97972 -3.53324
C 1.05699 0.19678 -2.67286
C -0.36253 0.29063 -3.18694
H -2.48887 0.41613 -7.89859
H -0.97773 0.82922 -7.03122
H -2.22899 2.06885 -7.27857
H -3.66036 0.84733 -5.86493
H -1.50489 -1.10021 -5.58427
H -3.06355 -1.36569 -6.41521
H -3.01482 -1.11490 -4.64312
H -2.82178 1.16799 -3.80067
H -2.27426 2.45478 -4.89799
H -0.04420 2.55704 -5.73835
H 2.36527 2.28427 -5.13148
H 3.05441 0.95978 -3.23622
H 1.10302 0.66909 -1.64108

Atomic forces in eV per Å
-0.2 -0.1 0.2
0.1 0.0 0.1
0.0 0.0 0.0
0.0 0.0 0.0
0.0 0.0 0.0
0.0 0.0 0.0
0.0 0.0 -0.1
0.0 0.0 0.1
0.0 0.1 -0.3
-0.1 0.0 0.0
0.0 0.1 0.0
0.0 -0.1 0.0
0.0 0.0 0.0
0.0 0.0 0.0
-0.1 0.1 0.0
0.1 0.0 0.0
0.1 0.0 0.2
0.1 -0.1 0.0
0.0 0.0 0.0
-0.1 0.0 0.0
0.0 0.0 -0.1
0.0 0.1 0.0
0.0 -0.1 0.1
0.1 0.0 0.1
0.0 0.1 0.0
0.0 0.0 0.0
0.0 0.0 0.0
0.0 0.0 0.0
0.0 0.0 0.0
0.0 0.0 0.0
0.0 0.0 0.0
0.0 0.0 0.0
0.0 0.0 0.0
0.0 0.0 0.0
0.0 0.0 0.0
0.0 0.0 0.0
0.0 0.0 0.0
0.0 0.0 0.0
0.0 0.0 0.0
0.0 0.0 0.0
0.0 0.1 0.0
0.0 0.1 -0.2
0.1 -0.2 0.1
0.0 0.1 0.0
0.1 0.0 0.0
0.0 -0.1 0.1
0.0 0.1 -0.2
-0.1 0.1 -0.1
0.0 0.0 0.0
0.0 0.0 0.0
0.0 0.0 0.0
0.1 0.0 0.0
0.0 0.0 0.0
0.0 0.0 -0.1
0.1 0.1 0.0
-0.2 -0.2 0.0
-0.1 0.0 0.2
0.0 0.0 0.1
0.0 0.0 0.0
0.0 0.0 0.0
0.0 0.1 0.0
0.0 0.0 -0.1
0.0 0.0 0.0
0.0 0.0 0.0
0.0 0.0 0.0
0.0 0.0 0.0
0.0 0.0 0.0
0.0 0.0 0.0
0.0 0.0 0.0
0.0 0.0 0.0
0.0 0.0 0.0
0.0 0.0 0.0
0.0 0.0 0.0
0.0 0.0 0.0
0.0 0.0 0.0
0.0 0.0 0.0
0.1 -0.1 0.0
0.0 0.0 0.0
0.0 0.0 0.1
0.0 -0.1 -0.1
0.1 0.0 0.0
0.0 0.0 0.0
-0.1 0.1 0.0
-0.1 0.0 0.0
-0.2 0.0 0.1
0.0 0.0 0.0
0.0 0.0 0.0
0.0 0.0 0.0
0.0 0.0 0.0
0.0 0.0 0.0
0.0 0.0 0.0
0.0 0.0 0.0
0.0 0.0 0.0
0.0 0.0 0.0
0.0 0.0 0.0
0.0 0.0 0.0
0.0 0.0 0.0
0.5 -0.1 -0.4

---

# 2
Density functional theory data (wB97M-V/def2-TZVPD) for a structure of composition C28H52HfOP2 at a distorted geometry.

For the lowest unoccupied orbital energy (spin up / spin down), the calculation gives -8.42 / -8.42 eV. For the calculated total energy, the calculation gives -51795.9621 eV. As for the frontier orbital gap (spin up / spin down): 3.230 / 3.229 eV. Its net charge is +2.

Geometry (Å):
Hf 0.42729 -0.32437 -0.44094
C 1.03867 1.93413 0.58201
C -0.38626 1.83429 0.34758
C 0.17615 0.37058 2.05802
C 1.35960 1.06772 1.67764
C -0.92070 0.91790 1.32655
C 1.90442 3.01367 0.02221
H 1.44055 3.48021 -0.85694
H 2.88641 2.62900 -0.28586
H 2.07343 3.81221 0.76830
C 2.62664 0.92429 2.43835
H 3.38972 1.65506 2.14693
H 3.04057 -0.08498 2.29113
H 2.46683 1.01628 3.52458
C 0.08797 -0.53830 3.23501
H 0.15327 0.02105 4.18386
H 0.91434 -1.26357 3.21834
H -0.85392 -1.09372 3.22999
C -2.32526 0.90482 1.83163
H -2.40565 1.53874 2.73569
H -2.63747 -0.10807 2.11506
H -3.04281 1.30077 1.10172
C -1.20176 2.85399 -0.38505
H -1.39408 3.72232 0.26842
H -2.17842 2.45094 -0.68530
H -0.70050 3.22492 -1.28730
C 0.53812 -0.95819 -2.83840
C 0.20097 0.39368 -2.62555
C -1.16030 0.89262 -3.12595
C -2.40595 0.18926 -2.51295
C -2.21935 -0.47927 -1.18618
C -1.51327 -1.64878 -0.89502
C -1.08270 -2.67608 -1.93186
C -0.47229 -2.02334 -3.18787
H -1.18069 0.75701 -4.22694
H -2.85081 -0.48655 -3.26283
H -1.25045 1.98150 -2.97905
H -1.27830 -1.63299 -3.82059
H 1.57443 -1.22579 -3.05882
H 1.00491 1.13488 -2.73766
H 0.02370 -2.79453 -3.81217
H -0.33227 -3.36711 -1.49738
H -1.63712 -2.07740 0.11419
H -1.92630 -3.35072 -2.21051
H -3.19110 0.96592 -2.39619
H -2.92494 -0.13336 -0.42602
P -2.89446 -5.10315 -3.47361
P -4.93719 -6.41059 -1.69527
C -3.94581 -6.43163 -4.31241
C -4.53843 -7.36599 -3.26111
H -3.30683 -6.98146 -5.01835
H -4.72864 -5.90889 -4.88493
H -5.45314 -7.85754 -3.62165
H -3.81941 -8.14253 -2.95543
C -5.50119 -7.88480 -0.74777
H -5.90961 -7.53593 0.20720
H -4.62894 -8.52225 -0.55930
H -6.26379 -8.45209 -1.29849
C -6.59573 -5.79223 -2.21835
H -7.16790 -6.57982 -2.72309
H -6.48482 -4.92757 -2.88102
H -7.12614 -5.47500 -1.31337
C -1.24512 -5.78592 -3.93080
H -0.45907 -5.05296 -3.69822
H -1.22685 -6.04050 -5.00002
H -1.07174 -6.69279 -3.33241
C -3.13321 -3.80815 -4.75476
H -4.18752 -3.49492 -4.72356
H -2.88639 -4.19934 -5.75165
H -2.50038 -2.94004 -4.53006
C 3.93733 -0.20551 -2.27491
C 3.70878 -0.76104 -0.87857
C 4.18870 -2.19677 -0.69717
C 4.53503 0.11934 0.02665
O 2.30552 -0.70630 -0.53394
H 5.01382 -0.03269 -2.41636
H 3.42358 0.76132 -2.39727
H 3.59940 -0.90512 -3.04286
H 5.28775 -2.25482 -0.77942
H 3.89920 -2.55895 0.30495
H 3.74771 -2.85148 -1.46616
H 4.28310 1.17689 -0.09679
H 4.45281 -0.17531 1.07597
H 5.59720 0.00697 -0.23667

Atomic forces in eV per Å
2.4 1.5 4.8
-0.7 -0.4 0.6
0.1 -0.1 0.7
-0.1 0.6 -0.5
-0.6 -0.1 -0.6
0.4 0.5 -0.4
0.5 0.0 -0.5
0.1 -0.1 0.3
-0.2 0.2 0.1
-0.1 -0.4 -0.3
0.6 -0.3 0.1
-0.3 -0.2 0.0
-0.1 0.4 0.2
-0.2 0.1 -0.4
0.1 -0.5 0.1
0.0 -0.1 -0.4
-0.2 0.2 0.2
0.1 0.1 0.1
-0.5 -0.3 -0.1
0.1 -0.3 -0.4
-0.1 0.2 0.0
0.2 -0.1 0.2
-0.3 0.2 -0.2
0.1 -0.3 -0.2
0.2 0.1 0.1
-0.1 0.0 0.3
-0.6 1.8 -2.5
0.0 -1.6 -3.2
-0.3 0.2 0.2
-0.7 0.8 -0.6
-0.4 -1.9 0.5
-1.8 0.3 -0.9
1.2 0.0 0.2
0.2 -0.3 -0.4
0.1 -0.1 0.5
0.3 -0.1 0.5
0.2 -0.6 0.1
0.4 0.2 0.2
-0.1 0.1 0.9
0.1 -0.3 0.6
-0.2 0.4 0.5
-0.3 0.3 -0.1
-0.1 0.4 -0.1
0.0 0.3 0.2
0.5 -0.4 0.1
0.8 0.2 0.2
-0.1 -0.3 -0.9
-0.7 -1.1 -0.2
0.2 0.3 0.3
0.1 0.2 0.5
-0.2 0.3 0.0
0.2 -0.2 0.2
0.3 0.0 0.1
-0.2 0.2 -0.2
0.0 0.2 0.2
0.0 -0.3 -0.1
-0.3 0.1 0.1
0.2 0.1 0.2
0.1 0.2 0.2
0.1 0.2 0.1
-0.1 -0.1 0.1
0.0 0.0 -0.2
0.0 0.1 0.0
0.0 -0.3 -0.1
0.2 0.1 0.3
0.0 0.3 -0.2
0.2 0.0 -0.2
0.3 0.0 -0.1
-0.1 0.3 0.1
-0.2 -0.2 -0.3
-0.3 -0.2 -0.4
0.9 -0.1 0.3
-0.2 -0.3 -0.2
0.4 0.2 0.8
-0.7 -0.3 -0.7
-0.4 -0.1 -0.1
0.2 -0.2 0.0
0.1 0.1 -0.1
-0.5 0.0 0.0
0.1 0.1 -0.4
0.1 0.1 0.3
0.0 -0.2 0.2
0.1 0.1 -0.3
-0.4 0.0 0.0

---

# 3
Density functional theory data (wB97M-V/def2-TZVPD) for the molecule C8H12NOPS at a distorted geometry.

For the lowest unoccupied orbital energy, the calculation gives -0.04 eV. For the calculated total energy, the calculation gives -32150.1889 eV. As for the frontier orbital gap: 7.741 eV. As for the SMILES: CCO[P@@](N)(=S)c1ccccc1. Its net charge is 0.

Geometry (Å):
C 1.75338 -2.91990 -2.20772
C 1.42060 -1.84462 -1.21400
O 0.32797 -0.97501 -1.49995
P -0.75457 -0.66440 -0.48280
N -1.87473 0.25358 -1.38167
S -1.77978 -2.73827 0.77373
C -0.34082 0.73555 0.72658
C 0.64034 1.64012 0.47974
C 0.71958 2.76064 1.28104
C -0.24812 2.92900 2.36694
C -1.22193 1.96906 2.60848
C -1.23858 0.82872 1.75160
H 1.12628 -3.70784 -2.03851
H 1.47480 -2.78115 -3.34308
H 2.86032 -3.12426 -2.29205
H 2.32951 -1.21226 -1.19666
H 1.11157 -2.29320 -0.27523
H -2.29917 -0.14119 -2.17705
H -2.56983 0.48939 -0.72830
H 1.27909 1.49026 -0.39425
H 1.42346 3.55423 0.98435
H -0.19720 3.66867 3.09132
H -1.82838 1.90269 3.46795
H -2.11377 0.18019 1.69954

Atomic forces in eV per Å
0.7 1.3 -3.8
1.5 0.5 0.1
1.3 0.1 -2.7
-4.0 -0.7 3.7
2.1 -0.4 0.5
1.7 3.0 -1.9
-1.0 -2.9 -1.0
1.0 1.0 -0.4
-1.3 0.9 1.0
1.0 -2.1 -1.8
1.7 -1.7 -1.9
-1.2 1.4 0.2
-0.9 -2.8 0.9
0.5 0.8 2.0
-1.3 -0.1 0.7
-0.6 -0.1 0.8
0.9 -0.3 0.4
-0.4 -0.9 -1.1
-1.3 0.7 0.8
0.0 0.3 0.3
-0.3 -0.4 0.6
0.5 1.8 0.8
-0.8 0.7 0.8
0.4 -0.4 0.8

---

# 4
Density functional theory data (wB97M-V/def2-TZVPD) for a cluster of 2 separate species, C2H5NO2S in total at a distorted geometry.

For the lowest unoccupied orbital energy, the calculation gives 0.20 eV. For the calculated total energy, the calculation gives -18573.6824 eV. As for the frontier orbital gap: 10.173 eV. Its net charge is 0.

Geometry (Å):
C -0.53016 0.33208 1.09277
C -1.08218 -0.45894 -1.04748
N -0.12521 -0.11010 -0.00924
O 2.55735 1.23015 -0.62913
O 2.32922 -0.26074 1.32060
S 2.27345 -0.09681 -0.11323
H -1.56346 0.81704 1.31672
H 0.06973 0.24842 1.94498
H -1.96876 0.01714 -0.71895
H -0.63500 -0.18024 -1.97835
H -1.32500 -1.53799 -1.17868

Atomic forces in eV per Å
-2.5 0.9 -0.3
0.7 -0.2 0.2
-0.2 -1.5 0.4
-0.4 -0.8 0.4
0.1 0.1 -0.3
0.6 0.5 0.1
1.2 -1.2 -0.8
1.5 0.5 1.1
-1.4 0.7 -0.7
-0.3 0.6 -0.8
0.7 0.5 0.8